{"formula": "C4H4N4S", "method": "ωB97M-V/def2-TZVPD", "multiplicity": 3, "e_homo_ev": [-5.81, -8.94], "lumo_energy_ev": [0.16, -3.00], "s2": 2.022, "charge": 0, "elements": ["C", "C", "C", "C", "N", "N", "N", "N", "S", "H", "H", "H", "H"], "positions_angstrom": [[0.521, 2.417, 0.931], [-0.542, 1.619, 0.633], [0.253, -0.117, -0.062], [-0.809, -0.829, -0.253], [1.505, 3.020, 1.072], [-1.783, 1.381, 0.674], [1.589, -0.311, -0.306], [-0.843, -2.077, -0.827], [-2.375, -0.064, 0.201], [1.723, -0.228, -1.261], [2.240, 0.324, 0.155], [-1.512, -2.752, -0.334], [0.035, -2.383, -0.621]], "mulliken_spin": [-0.02, 0.40, 0.15, 0.19, 0.34, 0.44, 0.20, 0.06, 0.24, 0.00, -0.01, 0.00, 0.01]}

***

{"formula": "C4H4N6", "method": "ωB97M-V/def2-TZVPD", "e_homo_ev": -9.04, "lumo_energy_ev": 0.12, "charge": 0, "elements": ["N", "C", "N", "N", "C", "C", "N", "N", "N", "C", "H", "H", "H", "H"], "positions_angstrom": [[-1.242, -1.812, -1.306], [-0.496, -1.070, -0.412], [-0.177, -1.809, 0.624], [0.467, -1.282, 1.730], [0.583, 0.027, 1.789], [0.522, 0.818, 0.558], [0.792, 2.074, 0.157], [0.219, 2.353, -1.020], [-0.339, 1.253, -1.482], [-0.165, 0.268, -0.527], [-0.955, -2.794, -1.241], [-1.374, -1.299, -2.177], [0.990, 0.418, 2.688], [1.174, 2.853, 0.619]], "lowdin_charge": [0.12, -0.37, 0.05, 0.03, -0.08, -0.15, 0.06, 0.02, 0.08, -0.19, 0.11, 0.10, 0.09, 0.14]}

***

{"formula": "C4H4N6O4", "method": "ωB97M-V/def2-TZVPD", "e_homo_ev": -10.16, "lumo_energy_ev": -1.28, "charge": 0, "elements": ["O", "N", "N", "C", "O", "N", "C", "N", "C", "O", "N", "C", "N", "O", "H", "H", "H", "H"], "positions_angstrom": [[-3.087, -0.645, -0.689], [-2.642, 0.471, -0.525], [-1.361, 0.646, -0.194], [-0.779, 1.916, 0.012], [-1.370, 2.941, -0.241], [0.402, 1.776, 0.672], [0.969, 0.470, 0.773], [1.865, -0.133, -0.234], [1.391, -1.142, -1.045], [2.132, -1.814, -1.695], [0.057, -1.242, -0.918], [-0.495, -0.526, 0.136], [-0.872, -1.143, 1.355], [-0.452, -2.274, 1.497], [0.930, 2.533, 1.056], [1.021, -0.058, 1.809], [2.845, 0.139, -0.333], [-0.554, -1.916, -1.438]], "lowdin_charge": [0.01, 0.00, 0.04, -0.47, 0.12, 0.14, -0.08, 0.12, -0.59, 0.11, 0.17, -0.33, 0.03, 0.05, 0.16, 0.17, 0.16, 0.20]}

***

{"formula": "C4H4NO3S", "method": "ωB97M-V/def2-TZVPD", "e_homo_ev": -3.92, "lumo_energy_ev": 3.50, "charge": -1, "elements": ["C", "C", "C", "C", "N", "O", "O", "O", "S", "H", "H", "H", "H"], "positions_angstrom": [[1.286, -2.112, 0.525], [-0.427, 0.341, -0.300], [0.368, 0.320, 0.847], [-1.040, -0.613, -1.222], [0.511, 1.717, 1.148], [2.060, -2.719, 1.184], [0.839, -0.635, 1.617], [-1.312, 2.867, -0.316], [-0.102, 2.091, -0.475], [-2.047, -0.570, -1.524], [-1.060, -1.713, -0.796], [-0.543, -0.775, -2.100], [1.467, 1.802, 1.412]], "lowdin_charge": [-0.08, -0.39, -0.58, -0.14, -0.13, -0.06, -0.14, -0.55, 0.87, 0.04, 0.10, 0.02, 0.06]}